[1]
Entry from the Open Molecules 2025 dataset: a molecular structure, C25H49Li5O13P in a non-equilibrium geometry (ωB97M-V/def2-TZVPD).

```
93
Properties=species:S:1:pos:R:3
Li 2.26 12.20 18.52
Li -0.20 8.19 19.36
Li -0.62 10.46 17.62
Li 1.83 8.90 17.01
Li 0.49 11.45 20.70
P 1.40 10.02 19.05
O 2.18 10.94 20.03
O 1.72 8.50 18.93
O 1.37 10.64 17.64
O -0.06 10.14 19.50
O -1.35 6.78 15.84
C -0.58 7.77 16.38
O 0.48 8.04 15.77
O -0.94 8.41 17.39
H -0.69 6.68 15.13
C -3.52 6.89 21.83
C -4.15 7.89 20.84
C -3.01 8.32 19.91
O -1.82 7.80 20.52
C -2.06 7.34 21.85
H -3.62 5.84 21.58
H -3.95 7.07 22.81
H -4.60 8.70 21.41
H -4.97 7.38 20.33
H -2.92 9.40 19.81
H -3.13 7.84 18.94
H -1.83 8.16 22.53
H -1.36 6.51 22.01
C 4.95 7.94 22.62
C 5.68 9.25 22.98
C 5.94 9.93 21.61
O 5.74 8.92 20.63
C 4.69 8.11 21.13
H 4.04 7.77 23.20
H 5.66 7.13 22.73
H 6.62 8.92 23.43
H 5.15 9.86 23.71
H 6.98 10.23 21.64
H 5.27 10.77 21.40
H 4.58 7.19 20.54
H 3.74 8.63 20.94
C -1.09 13.50 14.78
C -2.20 12.57 14.32
C -1.55 11.23 14.52
O -0.92 11.37 15.80
C -0.46 12.73 15.97
H -1.47 14.49 15.03
H -0.33 13.55 14.00
H -2.54 12.61 13.28
H -3.09 12.69 14.95
H -0.75 10.98 13.81
H -2.20 10.36 14.55
H 0.63 12.81 16.01
H -0.92 13.05 16.91
C 5.03 6.51 17.17
C 5.34 6.76 15.70
C 4.22 7.71 15.25
O 3.81 8.37 16.46
C 4.60 7.94 17.56
H 5.95 6.19 17.67
H 4.20 5.85 17.41
H 5.26 5.85 15.10
H 6.32 7.18 15.51
H 3.35 7.14 14.91
H 4.60 8.40 14.50
H 3.99 7.96 18.46
H 5.50 8.54 17.66
C 2.03 11.55 24.18
C 2.37 10.26 23.46
C 0.98 9.78 23.07
O 0.26 10.98 22.70
C 0.92 12.11 23.28
H 2.85 12.27 24.22
H 1.70 11.35 25.20
H 2.82 9.55 24.14
H 3.04 10.48 22.63
H 0.51 9.23 23.89
H 1.13 9.13 22.21
H 0.24 12.81 23.77
H 1.46 12.74 22.55
C -0.03 3.71 18.96
C 1.42 3.97 19.40
C 1.55 5.50 19.27
O 0.22 6.00 19.41
C -0.63 5.10 18.71
H -0.56 3.27 19.81
H -0.19 2.99 18.15
H 2.18 3.54 18.74
H 1.56 3.65 20.42
H 1.99 5.96 18.38
H 2.14 5.85 20.12
H -0.56 5.31 17.63
H -1.68 5.17 18.97
```

Properties
HOMO level (Ha): -0.4265
Total charge: +1
Spin multiplicity: 1
Calculated total energy (eV): -63659.5732



[2]
Entry from the Open Molecules 2025 dataset: a molecular structure, C74H172AsF6N2O2P4 in a non-equilibrium geometry (ωB97M-V/def2-TZVPD).

```
261
Properties=species:S:1:pos:R:3
As 1.81 2.63 -1.57
F 2.05 2.93 -3.36
F 3.59 2.64 -1.45
F 1.62 2.40 0.22
F 0.06 2.56 -1.86
F 1.86 0.84 -1.74
F 1.81 4.48 -1.32
C 6.93 6.67 -6.42
N 5.97 7.38 -5.38
C 6.21 6.84 -3.94
C 6.34 8.92 -5.42
C 4.53 7.02 -5.85
C 3.86 7.90 -7.08
O 4.58 7.71 -8.31
H 7.95 7.05 -6.30
H 6.61 6.84 -7.45
H 6.86 5.64 -6.08
H 5.65 7.31 -3.13
H 7.24 7.19 -3.82
H 5.96 5.79 -3.86
H 5.52 9.26 -4.80
H 6.24 9.33 -6.43
H 7.30 9.05 -4.92
H 3.90 7.13 -4.97
H 4.46 5.98 -6.16
H 3.56 8.94 -6.92
H 2.84 7.62 -7.36
H 4.08 8.23 -8.94
C 0.26 6.94 3.20
N 1.08 6.28 4.31
C 1.08 7.09 5.61
C 0.32 4.89 4.66
C 2.51 6.15 3.79
C 3.13 7.37 3.13
O 3.25 8.46 4.04
H 0.31 6.24 2.37
H 0.75 7.87 2.92
H -0.78 7.17 3.44
H 1.36 8.13 5.46
H 1.62 6.49 6.35
H 0.06 7.01 5.99
H 1.05 4.47 5.35
H 0.13 4.40 3.70
H -0.57 5.27 5.16
H 2.32 5.46 2.97
H 3.18 5.71 4.54
H 2.73 7.67 2.17
H 4.15 7.05 2.89
H 3.87 9.10 3.69
C -11.62 -4.51 2.76
C -12.37 -3.21 3.25
C -11.65 -2.50 4.37
C -10.34 -1.88 4.01
P -9.55 -0.70 5.14
C -10.72 0.67 5.45
C -10.15 1.98 5.95
C -11.19 2.87 6.63
C -11.44 2.54 8.12
C -9.11 -1.49 6.81
C -9.09 -0.67 8.05
C -8.71 -1.61 9.24
C -8.80 -1.03 10.65
C -8.06 -0.02 4.39
C -8.07 0.37 2.96
C -6.68 0.45 2.34
C -5.81 1.71 2.84
H -12.23 -4.97 1.98
H -11.73 -5.24 3.56
H -10.62 -4.18 2.46
H -13.39 -3.47 3.54
H -12.43 -2.57 2.37
H -11.44 -3.14 5.22
H -12.33 -1.74 4.77
H -10.55 -1.45 3.03
H -9.57 -2.65 3.92
H -11.42 0.20 6.15
H -11.30 0.70 4.53
H -9.65 2.56 5.17
H -9.36 1.98 6.71
H -12.17 2.75 6.17
H -11.05 3.94 6.46
H -11.63 1.51 8.43
H -12.23 3.17 8.52
H -10.49 2.90 8.52
H -8.23 -2.11 6.63
H -9.94 -2.19 6.90
H -10.00 -0.11 8.28
H -8.47 0.22 7.98
H -7.73 -2.03 9.03
H -9.32 -2.51 9.20
H -8.23 -0.12 10.83
H -8.40 -1.79 11.32
H -9.83 -0.84 10.93
H -7.32 -0.82 4.49
H -7.63 0.71 5.08
H -8.66 1.29 2.91
H -8.68 -0.23 2.28
H -6.84 0.59 1.27
H -6.11 -0.48 2.46
H -5.43 1.69 3.85
H -6.48 2.57 2.92
H -4.99 2.02 2.20
C 10.27 -6.43 -5.68
C 9.07 -5.78 -6.40
C 8.19 -4.88 -5.46
C 7.16 -4.00 -6.17
P 6.00 -3.51 -4.78
C 4.76 -4.78 -4.27
C 4.50 -5.91 -5.27
C 3.97 -7.24 -4.65
C 3.83 -8.22 -5.70
C 6.92 -2.93 -3.25
C 6.13 -2.36 -2.04
C 6.79 -1.19 -1.29
C 7.79 -1.49 -0.18
C 5.18 -1.99 -5.37
C 4.26 -2.12 -6.60
C 4.05 -0.71 -7.28
C 5.26 0.16 -7.56
H 11.06 -5.73 -5.42
H 10.68 -7.29 -6.21
H 10.06 -6.97 -4.75
H 8.38 -6.58 -6.67
H 9.40 -5.25 -7.30
H 8.83 -4.23 -4.87
H 7.77 -5.62 -4.78
H 6.64 -4.59 -6.92
H 7.54 -3.13 -6.70
H 3.84 -4.25 -4.02
H 5.14 -5.22 -3.35
H 5.45 -6.15 -5.74
H 3.80 -5.54 -6.02
H 3.05 -7.02 -4.12
H 4.60 -7.58 -3.83
H 4.65 -8.30 -6.40
H 2.99 -7.77 -6.23
H 3.56 -9.26 -5.50
H 7.56 -2.19 -3.71
H 7.63 -3.75 -3.11
H 6.00 -3.26 -1.44
H 5.09 -2.03 -2.08
H 6.03 -0.53 -0.88
H 7.24 -0.63 -2.11
H 8.07 -0.63 0.42
H 8.79 -1.84 -0.46
H 7.29 -2.27 0.39
H 5.94 -1.20 -5.37
H 4.49 -1.88 -4.54
H 3.29 -2.57 -6.38
H 4.69 -2.85 -7.29
H 3.33 -0.16 -6.68
H 3.55 -0.86 -8.23
H 5.86 -0.32 -8.34
H 5.89 0.50 -6.74
H 4.92 1.12 -7.96
C 5.75 -2.74 12.32
C 5.48 -3.50 11.03
C 3.94 -3.82 10.94
C 3.67 -5.12 10.17
P 3.92 -5.10 8.27
C 5.73 -4.94 7.71
C 5.98 -5.29 6.28
C 7.42 -5.05 5.74
C 8.39 -6.25 6.16
C 2.75 -3.93 7.48
C 2.51 -4.12 5.90
C 1.28 -3.37 5.35
C 1.00 -3.75 3.90
C 3.40 -6.78 7.62
C 1.93 -7.08 7.99
C 1.55 -8.56 7.95
C 1.88 -9.18 9.37
H 5.25 -3.19 13.18
H 5.38 -1.75 12.06
H 6.79 -2.65 12.64
H 6.02 -4.43 11.18
H 5.89 -3.05 10.13
H 3.38 -3.09 10.36
H 3.57 -3.84 11.96
H 2.68 -5.56 10.34
H 4.37 -5.84 10.60
H 6.41 -5.55 8.31
H 5.99 -3.92 8.00
H 5.47 -4.50 5.73
H 5.41 -6.20 6.10
H 7.89 -4.15 6.13
H 7.54 -4.75 4.70
H 7.98 -7.14 5.68
H 8.48 -6.45 7.23
H 9.36 -6.16 5.67
H 2.99 -2.90 7.76
H 1.75 -4.12 7.87
H 2.43 -5.18 5.65
H 3.29 -3.75 5.24
H 1.34 -2.29 5.52
H 0.39 -3.66 5.90
H 1.78 -3.43 3.20
H 0.08 -3.41 3.42
H 1.00 -4.84 3.83
H 4.03 -7.49 8.15
H 3.63 -6.90 6.56
H 1.32 -6.53 7.26
H 1.54 -6.75 8.95
H 2.06 -9.18 7.22
H 0.48 -8.61 7.73
H 2.93 -9.11 9.65
H 1.75 -10.26 9.40
H 1.25 -8.81 10.17
C -0.19 3.65 -11.50
C -1.64 3.86 -11.10
C -2.01 3.35 -9.70
C -3.58 3.32 -9.53
P -3.91 2.85 -7.85
C -2.94 1.43 -7.39
C -3.18 0.94 -5.96
C -2.20 -0.06 -5.24
C -2.04 -1.44 -5.91
C -3.46 4.28 -6.72
C -3.31 5.64 -7.44
C -3.25 6.72 -6.35
C -1.79 6.81 -5.77
C -5.63 2.59 -7.41
C -6.78 3.44 -8.07
C -6.96 4.78 -7.24
C -8.12 5.67 -7.66
H 0.17 3.69 -12.53
H 0.14 2.76 -10.96
H 0.29 4.47 -10.97
H -2.54 3.68 -11.69
H -1.73 4.94 -11.02
H -1.39 3.86 -8.96
H -1.78 2.28 -9.68
H -3.98 2.51 -10.13
H -4.09 4.27 -9.71
H -1.91 1.78 -7.52
H -3.15 0.60 -8.07
H -4.13 0.40 -5.96
H -3.46 1.70 -5.23
H -2.42 -0.30 -4.20
H -1.20 0.37 -5.22
H -3.01 -1.91 -6.02
H -1.45 -2.23 -5.45
H -1.67 -1.31 -6.93
H -2.49 3.93 -6.39
H -4.11 4.30 -5.84
H -4.15 5.83 -8.12
H -2.40 5.69 -8.04
H -4.05 6.57 -5.63
H -3.51 7.65 -6.86
H -1.94 7.26 -4.79
H -1.21 7.61 -6.23
H -1.26 5.87 -5.61
H -5.81 2.74 -6.34
H -5.88 1.58 -7.73
H -7.72 2.90 -8.01
H -6.59 3.67 -9.12
H -6.02 5.29 -7.41
H -7.03 4.46 -6.20
H -9.10 5.24 -7.48
H -8.06 6.15 -8.64
H -8.07 6.50 -6.95
```

Properties
HOMO level (Ha): -0.6365
Total charge: +5
Spin multiplicity: 1
Calculated total energy (eV): -200860.3501



[3]
Entry from the Open Molecules 2025 dataset: 2 unconnected molecules or ions with the total composition C2H2ClNO2 in a non-equilibrium geometry (ωB97M-V/def2-TZVPD).

```
8
Properties=species:S:1:pos:R:3
C -1.77 0.66 -0.24
C 1.00 -0.75 0.20
N -1.07 1.55 -0.38
O 1.33 0.39 0.55
O 1.45 1.37 -0.25
Cl -2.25 -0.94 0.01
H 0.74 -1.45 0.94
H 0.58 -0.82 -0.84
```

Properties
HOMO level (alpha / beta) (Ha): -0.3492 / -0.3496
Spin multiplicity: 1
Calculated total energy (eV): -20207.0468



[4]
Entry from the Open Molecules 2025 dataset: C12H11FN2O3S2 in the gas phase (ωB97M-V/def2-TZVPD).

```
31
Properties=species:S:1:pos:R:3
N 0.25 -0.52 -4.05
C 1.18 -0.85 -3.12
O 1.93 -1.79 -3.25
C 1.19 -0.01 -1.91
C 0.35 0.99 -1.49
C 0.72 1.51 -0.25
C 1.84 0.92 0.27
S 2.45 -0.30 -0.76
H 2.34 1.16 1.19
S -0.22 2.79 0.56
O -1.33 3.10 -0.29
O 0.67 3.83 0.98
N -0.83 2.12 1.95
H -0.11 1.99 2.65
C -1.76 1.02 1.80
C -1.08 -0.30 1.50
C -1.31 -0.97 0.31
C -0.66 -2.16 0.03
C 0.23 -2.67 0.95
C 0.48 -2.02 2.15
C -0.18 -0.84 2.42
H -0.01 -0.33 3.36
H 1.18 -2.45 2.86
F 0.87 -3.82 0.69
H -0.83 -2.69 -0.90
H -2.01 -0.57 -0.40
H -2.42 1.31 0.98
H -2.35 0.94 2.72
H -0.52 1.35 -2.02
H -0.31 0.31 -3.98
H 0.23 -1.05 -4.91
```

Properties
HOMO level (Ha): -0.3408
Spin multiplicity: 1
Calculated total energy (eV): -46133.2576
SMILES string: NC(=O)c1cc(S(=O)(=O)NCc2ccc(F)cc2)cs1



[5]
Entry from the Open Molecules 2025 dataset: a molecular structure, C4H8N2O2 in a non-equilibrium geometry (ωB97M-V/def2-TZVPD).

```
16
Properties=species:S:1:pos:R:3
C 1.78 0.29 -0.31
C 0.48 -0.15 0.39
C -0.59 1.05 0.10
C -1.33 -1.65 0.03
H 2.98 -1.47 -0.53
H 1.41 0.17 -1.39
H 1.93 1.38 -0.06
H 0.31 -0.13 1.63
H -0.38 1.99 -0.87
H -0.45 1.78 1.15
H -3.35 1.42 -0.18
H -1.41 -2.64 0.13
N -1.97 0.52 -0.04
N -2.39 -0.74 -0.14
O 2.88 -0.49 0.12
O 0.10 -1.32 -0.03
```

Properties
HOMO level (Ha): -0.2878
Spin multiplicity: 1
Calculated total energy (eV): -11343.5619



[6]
Entry from the Open Molecules 2025 dataset: a molecular structure, C34H40N4O3P2Re in a non-equilibrium geometry (ωB97M-V/def2-TZVPD).

```
84
Properties=species:S:1:pos:R:3
Re 0.32 0.16 1.70
C -1.65 1.56 -4.71
C -1.83 0.24 -4.56
C -0.95 -0.80 -5.16
C 0.57 -0.45 -5.21
C 1.17 0.28 -4.05
C 1.15 1.61 -3.88
C 0.74 2.51 -5.01
C -0.66 2.20 -5.63
C 1.90 0.78 2.95
H -2.31 2.27 -4.22
H -2.78 -0.14 -4.20
H -1.28 -0.97 -6.21
H -1.09 -1.77 -4.65
H 1.11 -1.41 -5.29
H 0.77 0.08 -6.16
H 1.82 -0.35 -3.44
H 1.61 2.09 -3.02
H 1.49 2.40 -5.83
H 0.78 3.57 -4.71
H -1.08 3.16 -5.97
H -0.51 1.60 -6.54
H 1.43 1.62 3.48
H 2.79 1.18 2.46
H 2.18 0.00 3.67
P 1.76 -0.44 0.20
P -1.14 -0.77 0.25
N 2.93 0.79 -0.47
N 3.06 -1.58 0.71
N -1.91 0.61 -0.58
N -2.58 -1.66 0.72
C 1.06 -1.25 -1.27
C -0.37 -1.76 -1.06
C 2.89 2.13 -0.10
C 3.96 2.79 -0.71
C 4.68 1.81 -1.47
C 4.01 0.60 -1.30
C 3.96 -1.30 1.73
C 4.77 -2.41 1.92
C 4.34 -3.41 1.01
C 3.26 -2.89 0.30
C -1.84 1.93 -0.16
C -2.62 2.70 -1.03
C -3.18 1.82 -2.00
C -2.69 0.55 -1.71
C -3.76 -1.88 0.02
C -4.54 -2.78 0.73
C -3.82 -3.15 1.90
C -2.61 -2.47 1.86
H 1.72 -2.03 -1.66
H 1.03 -0.42 -1.99
H -0.94 -1.69 -1.98
H -0.41 -2.81 -0.70
H 2.12 2.47 0.57
H 4.16 3.84 -0.61
H 5.57 1.97 -2.05
H 4.23 -0.38 -1.69
H 3.91 -0.37 2.26
H 5.56 -2.46 2.66
H 4.75 -4.40 0.89
H 2.61 -3.32 -0.44
H -1.27 2.20 0.72
H -2.77 3.77 -0.95
H -3.82 2.08 -2.84
H -2.86 -0.39 -2.22
H -3.97 -1.37 -0.91
H -5.52 -3.15 0.43
H -4.13 -3.82 2.68
H -1.78 -2.48 2.55
O -2.51 2.18 5.07
C -2.10 1.14 5.82
C -2.37 1.19 7.20
C -1.96 0.11 7.99
C -1.29 -1.01 7.46
C -0.99 -1.05 6.10
C -1.41 0.00 5.29
C -0.95 0.03 3.91
O -0.38 -1.00 3.35
O -1.00 1.12 3.21
H -2.04 2.11 4.19
H -2.85 2.08 7.63
H -2.17 0.15 9.06
H -1.00 -1.85 8.09
H -0.46 -1.88 5.63
```

Properties
HOMO level (alpha / beta) (Ha): -0.4647 / -0.4644
Expectation value of S²: 3.84
Total charge: +2
Spin multiplicity: 4
Calculated total energy (eV): -68696.6168